No. 1
C26H42IN6O6S | ωB97M-V/def2-TZVPD

## Properties
Kohn-Sham gap ... 7.08 eV
Highest occupied orbital energy ... -5.08 eV

ORCA input file:
```
! RIJCOSX wB97M-V def2-TZVPD def2/J DEFGRID3
* xyz -1 1
N 2.6072 -2.8606 -2.6549
C 1.6781 -2.3498 -1.6395
N 2.3605 -1.8499 -0.4480
N 0.8955 -3.4799 -1.1760
C 0.8162 -1.2341 -2.3341
C 0.4812 -0.1182 -1.3855
C 1.2726 1.0052 -1.2594
N 2.4636 1.1042 -2.0950
C 2.2437 1.5364 -3.1954
S 1.9235 2.0304 -4.6429
C 0.9626 2.0323 -0.3258
C 1.8068 3.3046 -0.1662
O 2.6678 3.5261 -1.0402
O 1.5103 4.0235 0.8101
C -0.1507 1.8894 0.4589
C -0.9961 0.7676 0.3658
N -2.0791 0.6826 1.1868
C -2.8119 -0.3837 1.0073
C -2.5308 -1.3748 0.0604
C -3.4392 -2.5666 -0.0997
C -3.8097 -2.6782 -1.5613
O -3.5325 -3.5625 -2.2700
I -4.9466 -0.9705 -2.2991
N -1.4797 -1.3287 -0.7168
C -0.6819 -0.2381 -0.5752
H 3.3758 -2.2118 -2.7733
H 3.0086 -3.7215 -2.3028
H 2.5757 -2.6278 0.1597
H 3.2041 -1.3489 -0.6816
H 0.6292 -3.3513 -0.2133
H 0.0836 -3.6341 -1.7518
H 1.4062 -0.8718 -3.1608
H -0.0904 -1.7219 -2.6612
H -0.3763 2.6679 1.1700
H -3.6898 -0.4979 1.6319
H -4.3517 -2.4575 0.4752
H -2.8917 -3.4777 0.1209
C -3.4812 2.2825 4.8399
C -4.8450 2.0488 4.2145
O -5.0617 0.7135 3.7944
C -4.9991 -0.2817 4.7948
C -6.0230 -0.1113 5.9052
H -2.6922 1.9999 4.1419
H -3.3619 3.3356 5.0956
H -3.3435 1.7009 5.7535
H -4.9335 2.6537 3.3127
H -5.6460 2.3724 4.8903
H -3.9867 -0.3432 5.2103
H -5.1820 -1.2253 4.2787
H -5.8756 0.8169 6.4582
H -5.9483 -0.9372 6.6140
H -7.0330 -0.0955 5.4928
C 0.4451 6.4496 -1.2636
C -0.3363 5.6102 -2.2532
O -1.2850 6.3419 -3.0313
C -0.7513 7.3710 -3.8321
C 0.2656 6.8951 -4.8578
H -0.2327 6.9634 -0.5781
H 1.1116 5.8067 -0.6856
H 1.0550 7.2090 -1.7596
H -0.9182 4.8651 -1.7108
H 0.3442 5.0569 -2.9081
H -0.3209 8.1613 -3.2050
H -1.6055 7.8130 -4.3496
H 1.1433 6.4526 -4.3867
H 0.6016 7.7337 -5.4712
H -0.1766 6.1402 -5.5100
C 6.3915 -5.4317 -0.5282
C 5.5933 -4.7517 0.5717
O 4.1944 -4.7794 0.3677
C 3.5904 -6.0561 0.2812
C 3.7721 -6.9119 1.5241
H 6.1698 -4.9779 -1.4951
H 7.4597 -5.3333 -0.3319
H 6.1634 -6.4960 -0.6019
H 5.8604 -3.6955 0.6100
H 5.8472 -5.1745 1.5509
H 3.9457 -6.5875 -0.6092
H 2.5296 -5.8618 0.1235
H 4.8215 -7.1392 1.7184
H 3.2428 -7.8581 1.4065
H 3.3766 -6.3976 2.4012
*
```

No. 2
BrH12O6 | ωB97M-V/def2-TZVPD

## Properties
Kohn-Sham gap ... 9.18 eV
Highest occupied orbital energy ... -5.81 eV
Energy above the lowest of the compared OMol25 structures with the same formula, charge and spin ... 11.9 kcal/mol

ORCA input file:
```
! RIJCOSX wB97M-V def2-TZVPD def2/J DEFGRID3
* xyz -1 1
Br 19.4767 -8.7493 0.4125
O 17.6377 -6.3514 -1.6840
H 16.9067 -5.8060 -1.4306
H 17.8711 -6.8081 -0.8772
O 16.5915 -9.8668 -0.5089
H 16.3015 -9.1040 -1.0006
H 17.5290 -9.6086 -0.3351
O 19.4605 -12.2682 -0.0985
H 18.7193 -12.6516 0.3732
H 19.4826 -11.3246 0.0569
O 20.7836 -5.4973 0.0938
H 20.9385 -6.4609 0.0527
H 21.0454 -5.1335 -0.7715
O 19.8611 -7.7753 3.7236
H 19.9679 -8.0308 2.7945
H 20.1191 -8.5625 4.1917
O 22.4079 -10.1897 0.6132
H 21.6386 -9.6399 0.6005
H 22.2023 -10.7131 1.4077
*
```

The lowest highest occupied orbital energy belongs to which entry? BrH12O6